P) Density functional theory data (ωB97M-V/def2-TZVPD) for an isolated ion of composition CH3N2O2 and charge +1.

Positions of all 8 atoms, in Å:
O -1.83915 -1.00216 -0.40552
O -3.38500 0.64505 0.06981
H 0.52934 1.44770 -0.47932
N -2.37587 0.08369 0.04414
H 1.17728 -0.16895 -0.55606
C -1.05383 -0.16450 0.38200
N 0.25253 0.41964 -0.65635
H -0.76270 -0.44856 1.45444

Its charge is +1. For the LUMO energy, the calculation gives -0.287 Eh. The value obtained for the HOMO-LUMO gap is 8.10 eV. As for the SMILES: N[C@@H]1O[N+]1=O. For the HOMO energy, the calculation gives -0.58492 Ha.

Results of the Mulliken charge analysis, in e, for atoms 1 through 2:
1 O -0.106
2 O -0.282

Q) Density functional theory data (ωB97M-V/def2-TZVPD) for an isolated ion of composition CH3N2O2 and charge +1.

Positions of all 8 atoms, in Å:
C 0.70380 -0.17811 -0.07321
H 0.31673 1.91898 -0.48039
N 0.21631 1.07392 0.06971
N -0.23110 -1.05721 0.13482
H 1.81860 -0.24776 -0.27357
O -1.17110 0.99277 0.37613
H -0.19847 -2.05157 -0.10632
O -1.45477 -0.45101 0.35283

Its charge is +1. For the LUMO energy, the calculation gives -0.195 Eh. The value obtained for the HOMO-LUMO gap is 9.82 eV. As for the SMILES: C1=[NH+]OON1. For the HOMO energy, the calculation gives -0.55580 Ha.

Results of the Mulliken charge analysis, in e, for atoms 1 through 2:
1 C 0.080
2 H 0.323

R) Density functional theory data (ωB97M-V/def2-TZVPD) for a 2-piece molecular cluster, CH3N2O2 overall.

Positions of all 8 atoms, in Å:
H -0.01221 -1.10037 -0.44734
O -0.81556 1.94346 -0.18996
H 0.99103 0.04436 0.42495
H -1.51141 0.15169 -0.92889
N 0.17812 -0.15962 -0.11605
N -1.91363 4.31994 -0.19557
O -2.36408 3.35473 -0.08602
C -0.83180 0.67329 -0.30865

Its charge is +1. For the LUMO energy (alpha / beta), the calculation gives -0.279 / -0.279 Eh. The value obtained for the HOMO-LUMO gap (alpha / beta) is 7.73 / 7.73 eV. For the HOMO energy (alpha / beta), the calculation gives -0.56273 / -0.56278 Ha.

Results of the Mulliken charge analysis, in e, for atoms 1 through 2:
1 H 0.259
2 O -0.584

Stability ranking, top and bottom: R) is the most stable and P) is the least stable.

P) Density functional theory data (ωB97M-V/def2-TZVPD) for the molecule C4H4O3.

Positions of all 11 atoms, in Å:
H -1.07655 -1.34768 0.77057
H -1.32592 0.18965 1.64827
O -1.74858 0.31956 -0.41054
H 2.11738 -0.04766 -0.90886
C 1.47009 -0.61822 -0.24633
C -1.05425 -0.26079 0.67991
O 1.40349 -0.02818 1.06870
O -0.91874 2.10790 -1.67628
C -0.73426 1.26163 -0.85834
H 1.55751 -1.70645 -0.31052
C 0.30982 0.13025 0.24341

For the LUMO energy, the calculation gives 0.031 Eh. The value obtained for the HOMO-LUMO gap is 10.78 eV. As for the SMILES: O=C1OC[C@@]12CO2. For the HOMO energy, the calculation gives -0.36518 Ha.

Results of the Mulliken charge analysis, in e, for atoms 1 through 2:
1 H 0.294
2 H 0.220

Q) Density functional theory data (ωB97M-V/def2-TZVPD) for the molecule C4H4O3.

Positions of all 11 atoms, in Å:
O 0.26108 -0.16386 1.90476
H 2.83182 -0.25695 0.99501
H -2.38327 -0.26728 -1.09313
O -0.04447 -1.45620 -1.11544
H -2.05417 0.36988 0.54281
C -0.37020 -0.53837 -0.39433
H -1.45926 1.23125 -0.88688
C 0.59303 -0.18058 0.74158
C 2.02927 0.14840 0.35570
O 2.24630 0.87804 -0.58548
C -1.65014 0.23566 -0.46461

For the LUMO energy, the calculation gives -0.028 Eh. The value obtained for the HOMO-LUMO gap is 9.12 eV. As for the SMILES: CC(=O)C(=O)C=O. For the HOMO energy, the calculation gives -0.36303 Ha.

Results of the Mulliken charge analysis, in e, for atoms 1 through 2:
1 O -0.489
2 H 0.343

R) Density functional theory data (ωB97M-V/def2-TZVPD) for the molecule C4H4O3.

Positions of all 11 atoms, in Å:
C -0.85042 1.16085 0.01545
C -1.23316 -0.25698 0.05537
C 1.27808 -0.19009 -0.08577
H -1.08039 1.50782 1.15545
C 0.77788 1.29327 -0.05406
H 1.40913 1.75442 0.63297
O 2.32538 -0.70691 0.18656
O 0.06591 -1.02816 -0.23925
H -1.43332 1.83869 -0.74517
H 1.27487 1.94307 -0.86020
O -2.39187 -0.65072 0.08157

For the LUMO energy, the calculation gives 0.016 Eh. The value obtained for the HOMO-LUMO gap is 11.44 eV. As for the SMILES: O=C1CCC(=O)O1. For the HOMO energy, the calculation gives -0.40468 Ha.

Results of the Mulliken charge analysis, in e, for atoms 1 through 2:
1 C -0.211
2 C 0.424

S) Density functional theory data (ωB97M-V/def2-TZVPD) for the molecule C4H4O3.

Positions of all 11 atoms, in Å:
C 0.65914 -0.05891 0.62828
H 2.77233 -0.79662 0.13512
H -1.24192 1.34113 -0.46708
O -0.64028 -1.87808 -0.22453
H -2.47409 0.19356 0.08977
O 0.35369 0.35359 1.72384
C -1.59334 0.31045 -0.55130
O 2.60862 1.21472 0.14671
C 2.14220 0.10746 0.22760
H -1.89628 0.09612 -1.57949
C -0.52696 -0.67885 -0.13944

For the LUMO energy, the calculation gives -0.017 Eh. The value obtained for the HOMO-LUMO gap is 9.26 eV. As for the SMILES: CC(=O)C(=O)C=O. For the HOMO energy, the calculation gives -0.35726 Ha.

Results of the Mulliken charge analysis, in e, for atoms 1 through 2:
1 C 0.464
2 H 0.335

Stability ranking, top and bottom: Q) is the most stable and P) is the least stable.

P) Density functional theory data (ωB97M-V/def2-TZVPD) for the molecule C4H4O3.

Positions of all 11 atoms, in Å:
C -1.31278 0.46278 -0.57902
O 0.57433 -1.11637 -0.86324
C 1.23667 0.13112 -0.70725
H 2.13613 0.11496 -0.09390
O 0.62399 0.09114 2.24665
H 1.27277 0.75775 -1.59778
H -0.82234 -1.22158 1.72184
C -0.04369 -0.13384 -0.04594
H -1.55612 0.20867 -1.63034
C -0.08560 -0.44578 1.43712
O -2.02335 1.15114 0.11187

For the LUMO energy, the calculation gives 0.013 Eh. The value obtained for the HOMO-LUMO gap is 10.54 eV. As for the SMILES: O=CC1(C=O)CO1. For the HOMO energy, the calculation gives -0.37411 Ha.

Results of the Mulliken charge analysis, in e, for atoms 1 through 2:
1 C -0.176
2 O -0.449

Q) Density functional theory data (ωB97M-V/def2-TZVPD) for the molecule C4H4O3.

Positions of all 11 atoms, in Å:
C -0.53967 -0.59733 -0.11383
O -1.13241 1.67868 -0.02763
O 0.46146 -1.35698 -0.11622
H -2.14410 -1.82811 0.66068
O -1.92195 -1.05522 -0.03538
C 1.33201 0.80316 0.02005
C 1.64489 -0.50366 -0.05575
H 2.69344 -0.98820 0.08419
H 1.67254 1.79321 0.06721
C -0.14038 0.67191 0.03445
H -1.92584 1.38253 -0.51780

For the LUMO energy, the calculation gives 0.018 Eh. The value obtained for the HOMO-LUMO gap is 8.61 eV. As for the SMILES: Oc1ccoc1O. For the HOMO energy, the calculation gives -0.29833 Ha.

Results of the Mulliken charge analysis, in e, for atoms 1 through 2:
1 C 0.331
2 O -0.577

R) Density functional theory data (ωB97M-V/def2-TZVPD) for the molecule C4H4O3.

Positions of all 11 atoms, in Å:
H -1.51845 -1.41417 0.45168
O 1.31457 0.16943 1.00740
C -1.12142 -0.41069 0.63971
O -0.27386 1.87048 -1.50536
H -1.26082 -0.13798 1.69284
C -0.51149 1.04921 -0.67867
H 2.24336 0.06281 -0.86546
C 0.24866 0.08621 0.16052
C 1.64347 -0.52538 -0.17238
H 0.96308 -1.31455 -0.47677
O -1.72710 0.56463 -0.25350

For the LUMO energy, the calculation gives 0.029 Eh. The value obtained for the HOMO-LUMO gap is 11.03 eV. As for the SMILES: O=C1OC[C@@]12CO2. For the HOMO energy, the calculation gives -0.37615 Ha.

Results of the Mulliken charge analysis, in e, for atoms 1 through 2:
1 H 0.267
2 O -0.429

Stability ranking, top and bottom: P) is the most stable and R) is the least stable.

P) Density functional theory data (ωB97M-V/def2-TZVPD) for the molecule C4H4O3.

Positions of all 11 atoms, in Å:
H -1.16551 -1.21816 1.30932
O 1.87088 1.38249 -0.32233
C -0.96813 1.16600 -0.05531
H -1.20287 1.63971 -1.02782
O -1.43891 1.56142 0.97893
C -0.29957 -1.22703 0.64971
H 1.91787 -0.51748 -1.05271
C 1.37738 0.30331 -0.53831
C -0.03178 -0.02279 -0.14103
H 0.52170 -1.88090 0.94143
O -0.58106 -1.18657 -0.74189

For the LUMO energy, the calculation gives 0.014 Eh. The value obtained for the HOMO-LUMO gap is 10.58 eV. As for the SMILES: O=CC1(C=O)CO1. For the HOMO energy, the calculation gives -0.37443 Ha.

Results of the Mulliken charge analysis, in e, for atoms 1 through 2:
1 H 0.239
2 O -0.458

Q) Density functional theory data (ωB97M-V/def2-TZVPD) for the molecule C4H4O3.

Positions of all 11 atoms, in Å:
C -0.36159 -0.52766 -0.42022
H 2.77413 -0.00336 1.16812
O -0.02774 -1.39535 -1.19308
H -2.10227 0.29119 0.51792
C 2.01247 0.17275 0.38451
H -1.41298 1.28058 -0.77745
C 0.58955 -0.24681 0.74858
H -2.32013 -0.19937 -1.20273
O 0.25299 -0.36075 1.90352
O 2.23797 0.73836 -0.65452
C -1.64241 0.25043 -0.47464

For the LUMO energy, the calculation gives -0.033 Eh. The value obtained for the HOMO-LUMO gap is 8.91 eV. As for the SMILES: CC(=O)C(=O)C=O. For the HOMO energy, the calculation gives -0.36098 Ha.

Results of the Mulliken charge analysis, in e, for atoms 1 through 2:
1 C 0.751
2 H 0.352

R) Density functional theory data (ωB97M-V/def2-TZVPD) for C4H4O3 as an isolated structure.

Positions of all 11 atoms, in Å:
C -0.65181 0.89453 -0.85969
O 1.93700 0.14637 -1.11977
H 0.48643 1.29250 -1.39938
C -0.04821 -0.14819 0.03793
C 1.39506 -0.26402 -0.09875
C -0.71179 -0.64004 1.27808
H -1.81114 -0.64381 1.28760
O -0.74410 -0.17216 -1.65094
H -1.72908 1.13269 -0.50507
O -0.06936 -0.93327 2.27018
H 1.94699 -0.66458 0.75981

For the LUMO energy (alpha / beta), the calculation gives -0.053 / -0.053 Eh. The value obtained for the HOMO-LUMO gap (alpha / beta) is 8.84 / 8.84 eV. For the HOMO energy (alpha / beta), the calculation gives -0.37835 / -0.37831 Ha.

Results of the Mulliken charge analysis, in e, for atoms 1 through 2:
1 C -0.204
2 O -0.501

Stability ranking, top and bottom: Q) is the most stable and R) is the least stable.